No. 1
# C3H7N

A cluster of 2 separate species, C3H7N in total (wB97M-V/def2-TZVPD, OMol25).

Each line ends with the Löwdin charge.
CARTESIAN COORDINATES (ANGSTROEM)
C 1.41 0.26 -0.06  0.0082
N 0.20 -0.17 -0.22  -0.2433
C -0.89 -0.84 0.14  -0.1095
C -0.87 -0.21 -1.20  -0.1050
H -0.08 1.21 2.30  0.0334
H 1.81 0.97 -0.78  0.0659
H 1.98 -0.07 0.79  0.0636
H -0.92 -1.88 0.45  0.0836
H -0.62 0.75 2.07  0.0114
H -0.59 -0.73 -2.12  0.0985
H -1.42 0.73 -1.36  0.0933

Computed properties:
- multiplicity = 1
- strongest force on any atom (Eh/bohr) = 0.00732
- orbital gap (spin up / spin down) (Ha) = 0.316 / 0.316
- total charge = 0
- HOMO level (spin up / spin down) (eV) = -7.5 / -7.5

No. 2
# C3H7N2O

The ion C3H7N2O with charge +1 in a non-equilibrium geometry (wB97M-V/def2-TZVPD, OMol25).

Each line ends with the Löwdin charge.
CARTESIAN COORDINATES (ANGSTROEM)
N -0.80 -1.98 0.11  0.1394
C -0.32 -0.67 0.06  -0.1979
C 1.49 -0.55 0.07  -0.0680
O 2.42 0.29 0.07  0.0345
C -0.92 0.53 0.12  -0.0729
N -0.13 1.84 0.05  0.1720
H -0.13 -2.70 0.06  0.0830
H -1.54 -2.09 -0.51  0.0909
H 1.82 -1.67 -0.23  0.1467
H -2.08 0.64 0.02  0.1620
H -0.20 2.39 0.99  0.2218
H -0.43 2.48 -0.78  0.2188
H 0.81 1.49 -0.04  0.0697

Computed properties:
- structure (SMILES) = N/C(C=O)=C/[NH3+]
- multiplicity = 1
- strongest force on any atom (Eh/bohr) = 0.10242
- orbital gap (Ha) = 0.355
- total charge = +1
- HOMO level (eV) = -14.1

Record-wise ΔE to the lowest compared entry with this formula, charge and spin values, in kJ/mol: 424.5 356.0